Entry from the OMol25 dataset: a molecular structure, C58H45FGeP3PtSTe at a distorted geometry (wB97M-V/def2-TZVPD).

```
111
Properties=species:S:1:pos:R:3:forces:R:3
H 1.853 -4.413 -3.502 -0.001 -0.016 0.005
S -1.552 -5.502 -0.287 0.522 0.319 -0.034
H -3.583 0.858 3.505 -0.040 0.019 -0.021
C 1.416 -3.502 -3.889 0.002 -0.027 -0.060
C -2.652 2.036 -4.272 -0.058 0.012 -0.018
C -0.244 2.619 4.783 -0.021 -0.057 0.027
C 3.827 0.780 3.947 -0.012 0.049 -0.005
C -0.939 3.673 -3.911 -0.006 -0.059 -0.009
C -2.107 -4.177 0.768 -0.093 -1.047 0.865
H -0.896 -0.547 5.783 0.008 -0.009 0.012
H 3.920 -4.850 -0.624 -0.003 -0.028 0.006
C -2.200 3.345 -4.377 0.030 0.023 -0.003
H -3.121 -7.275 -0.643 0.030 -0.036 -0.068
F 2.337 4.057 0.371 -0.003 -0.059 -0.003
H 1.418 -2.534 -1.988 0.025 0.019 0.086
H 2.690 -0.083 -4.162 -0.023 -0.002 0.015
Te -2.270 -1.543 -1.359 -0.327 -0.080 -0.025
C 0.534 -2.226 -5.724 0.010 -0.001 0.019
C -1.059 -3.631 1.709 -0.231 0.083 -0.320
Pt -0.324 -0.115 -0.257 -0.010 0.156 -0.099
C 4.920 -1.686 -1.263 0.024 0.000 -0.007
H -3.516 5.442 -0.247 -0.014 0.017 0.003
H -0.612 3.396 2.825 0.000 -0.011 0.005
H 5.678 -3.606 -1.844 0.013 -0.009 -0.016
C -0.288 3.306 0.082 -0.274 0.121 -0.097
H -2.234 0.055 -3.595 0.018 0.006 -0.046
C 1.177 -2.440 -3.037 -0.006 -0.049 -0.019
C -6.249 0.687 1.441 -0.008 -0.005 0.031
H -3.934 -3.948 1.965 -0.015 -0.006 0.079
C 3.595 2.141 3.798 0.015 0.020 0.021
C 2.437 0.365 2.031 -0.021 0.052 -0.046
C -4.214 0.880 0.177 -0.026 -0.008 0.029
H 3.450 -1.171 3.156 0.001 -0.006 -0.039
C -3.871 -5.772 0.789 0.289 -0.185 -0.409
H 1.265 -4.232 -5.903 0.008 -0.019 -0.016
C -0.123 -2.806 1.126 0.092 0.184 0.073
C 2.930 -3.082 0.060 -0.083 0.019 -0.002
H -0.141 -3.226 4.930 0.010 -0.016 0.034
H -3.632 1.770 -4.646 -0.014 -0.014 0.001
C -1.222 0.214 3.811 0.032 -0.099 0.011
C -3.391 -4.593 1.289 0.210 0.359 0.036
H -4.833 -6.204 1.011 -0.048 -0.002 0.018
C -5.519 0.706 2.619 -0.007 0.002 -0.071
C -2.613 4.854 -0.162 0.003 -0.047 0.020
C 3.918 -3.768 -0.629 0.055 0.038 -0.034
H 2.187 -3.650 0.598 -0.060 -0.003 0.014
H 4.884 0.987 -4.296 0.011 -0.009 -0.021
H -3.621 3.218 0.751 0.014 0.013 0.026
Ge 1.476 2.490 0.205 0.042 0.121 0.012
H 4.454 0.417 4.750 0.014 -0.013 0.015
C -1.403 5.350 -0.606 0.017 0.051 -0.001
C -2.955 -6.358 -0.099 -0.789 -0.211 0.252
C -4.135 0.818 2.576 0.037 -0.098 0.098
H 2.719 3.679 2.601 -0.004 0.036 0.000
C -1.859 1.066 -3.687 0.043 -0.013 0.013
C -0.253 4.588 -0.470 -0.013 -0.056 -0.005
C 0.633 -1.257 -3.525 -0.063 0.060 0.015
C 1.088 -3.398 -5.236 0.004 0.008 0.045
C -0.131 2.697 -3.340 -0.068 -0.011 -0.020
H 0.691 5.006 -0.788 0.030 0.007 -0.011
C 2.836 2.615 2.741 -0.032 -0.043 -0.088
H -0.141 -2.687 0.047 0.067 -0.117 0.002
C -2.669 3.588 0.402 -0.015 0.106 -0.042
H -3.721 0.982 -0.779 0.045 -0.022 -0.016
C 4.213 1.242 -3.487 0.008 0.024 0.035
H -1.778 -4.466 3.562 -0.024 -0.022 -0.014
H -1.346 6.337 -1.046 0.016 0.013 -0.015
C 2.967 0.640 -3.406 0.087 -0.062 -0.096
C 0.722 -2.181 3.271 0.072 -0.045 0.097
H -7.327 0.611 1.472 -0.022 -0.003 0.003
C 3.702 2.489 -1.503 -0.051 -0.056 -0.006
C -0.587 1.387 -3.208 0.077 0.043 0.029
H -1.609 -0.726 3.437 0.001 -0.024 -0.030
H 1.354 -1.574 3.904 -0.020 -0.008 -0.011
H 4.001 3.228 -0.775 0.003 0.038 0.041
C -0.145 -3.102 3.856 -0.014 0.052 -0.103
H 0.853 2.980 -2.999 0.048 -0.017 0.003
C -3.468 0.887 1.357 -0.027 0.048 -0.031
C -0.821 0.314 5.132 0.030 0.003 0.061
C 4.907 -3.071 -1.306 -0.013 -0.052 0.025
H -6.022 0.651 3.574 -0.014 0.000 0.031
H 3.980 0.083 -0.543 -0.029 -0.023 0.016
P 0.450 0.126 -2.372 0.101 0.107 -0.149
C 2.905 -1.685 0.068 0.098 -0.065 0.094
C 0.312 -1.152 -4.872 -0.021 0.053 -0.075
C -1.063 -3.806 3.087 0.080 0.083 0.068
C -1.525 2.801 0.511 0.014 -0.100 0.078
C -1.148 1.317 2.967 0.044 0.179 -0.083
C -0.322 1.516 5.620 -0.018 -0.006 -0.044
H -6.157 0.787 -0.702 -0.020 0.001 -0.014
H 4.034 2.842 4.496 0.010 0.010 0.013
H -2.288 -3.241 0.045 -0.179 0.581 -0.574
H 0.139 3.559 5.155 0.007 0.025 0.017
H -2.827 4.104 -4.826 -0.017 0.003 -0.009
C 4.582 2.168 -2.530 -0.015 0.011 0.018
C 2.244 1.729 1.835 0.132 0.068 0.318
C 3.257 -0.109 3.055 -0.015 -0.065 0.018
C 0.735 -2.023 1.891 0.063 -0.033 0.038
P -1.669 1.129 1.239 0.035 -0.178 0.065
H 5.548 2.652 -2.577 0.023 0.010 -0.001
H -0.111 -0.236 -5.265 0.012 -0.002 0.013
C 2.091 0.935 -2.369 -0.164 0.020 0.114
C -5.594 0.786 0.221 0.000 -0.016 -0.020
C -0.664 2.523 3.464 0.025 0.073 -0.008
C 2.447 1.881 -1.392 0.197 -0.036 -0.183
C 3.932 -0.998 -0.578 0.003 0.084 0.020
P 1.584 -0.744 0.910 0.126 -0.154 0.048
H 5.704 -1.133 -1.761 0.021 0.025 -0.012
H -0.570 4.687 -3.993 -0.002 0.003 -0.001
H -0.003 1.592 6.650 0.009 0.003 0.024
H 0.275 -2.141 -6.771 -0.007 0.002 -0.023
```
Positions in Å, forces in eV/Å.

The calculation puts the HOMO-LUMO gap (alpha / beta) at 5.3 / 4.8 eV. The LUMO energy (alpha / beta) is -0.130 / -0.148 Eh. As for the net charge: +1. The HOMO energy (alpha / beta) comes out at -8.890 / -8.806 eV. The energy comes out at -6223.45763 Ha.

Entry from the OMol25 dataset: a molecular structure, C11H18N3O6PY at a distorted geometry (wB97M-V/def2-TZVPD).

```
40
Properties=species:S:1:pos:R:3:forces:R:3
C -0.808 -0.380 3.465 0.362 -0.263 0.632
O 0.986 2.816 -3.910 -3.568 -3.076 2.944
C 1.734 -2.224 0.771 0.691 -0.174 -0.143
H 2.281 -2.239 1.729 -0.212 -0.058 -0.508
C 1.480 2.098 0.207 0.010 0.097 0.455
Y -1.281 0.516 -2.391 -0.625 0.068 3.475
H -0.089 0.166 4.098 -0.276 -0.167 -0.163
H -0.305 -3.568 0.326 -0.364 0.459 0.133
H -2.729 1.076 2.812 0.171 0.201 -0.342
H -1.139 -2.203 -0.480 0.137 -0.108 0.079
C -0.711 -2.555 0.480 -0.337 -0.299 0.507
N 0.374 -1.694 0.966 0.203 0.698 -0.717
H 2.963 -0.390 1.903 -0.131 0.383 -0.013
H 2.229 0.929 2.859 0.059 -0.032 -0.274
H -2.406 1.351 1.079 0.094 0.014 0.335
C -1.953 -1.634 -3.313 -1.968 -6.287 -1.864
O -4.048 2.492 -3.824 3.853 -2.732 1.749
H 2.521 2.444 0.087 -0.538 -0.139 0.026
H 2.310 -1.643 0.017 -0.273 -0.384 0.522
H 1.014 2.053 -0.790 0.137 0.047 0.222
O -0.680 0.319 -0.367 -1.111 0.666 -2.895
H -0.486 -1.426 3.382 -0.050 0.320 -0.022
N -0.958 0.239 2.148 0.264 -0.423 -1.082
H -1.533 -2.596 1.211 0.220 -0.068 -0.289
H 1.652 -3.263 0.425 0.117 0.395 0.130
P 0.074 -0.071 0.913 0.850 -0.864 2.604
H -1.785 -0.358 3.956 0.227 -0.081 -0.054
H -1.513 2.290 2.322 -0.253 -0.290 -0.040
O -0.442 0.265 -5.922 -2.146 -0.208 5.111
N 1.506 0.757 0.839 -0.414 0.024 -0.769
C -3.171 1.869 -3.412 -4.536 3.237 -1.999
C -0.863 0.253 -4.841 2.277 0.336 -6.578
C 0.905 -0.425 -2.881 6.003 -2.468 -1.319
C -1.946 1.305 2.076 -0.254 0.670 0.095
H 0.926 2.824 0.832 0.293 -0.141 -0.393
C 0.237 2.161 -3.317 4.384 4.432 -3.330
O -2.254 -2.674 -3.715 1.411 4.833 1.763
H 3.383 1.299 1.560 -0.199 -0.304 0.155
O 1.960 -0.808 -3.157 -4.770 1.717 1.327
C 2.566 0.629 1.856 0.263 -0.032 0.533
```
Positions in Å, forces in eV/Å.

The calculation puts the HOMO-LUMO gap at 4.4 eV. The LUMO energy is -0.492 Eh. As for the net charge: +3. The HOMO energy comes out at -17.802 eV. The energy comes out at -1424.33256 Ha.

Entry from the OMol25 dataset: 4 unconnected molecules or ions with the total composition C16H18Br4N2O4 at a distorted geometry (wB97M-V/def2-TZVPD).

```
44
Properties=species:S:1:pos:R:3:forces:R:3
N -1.566 3.087 1.441 0.574 2.668 -1.167
H -9.589 -1.992 0.470 0.469 -0.308 -0.200
H 7.761 -2.559 2.367 0.699 0.180 -0.218
H 5.412 -2.140 2.846 0.418 0.091 0.348
H 2.316 3.617 5.214 -0.170 -0.127 0.220
H 7.358 0.132 -1.069 0.745 0.111 0.216
H -9.930 -4.644 -1.179 -0.137 0.580 -0.218
C -10.126 -2.639 -0.223 0.489 -0.174 0.547
C 1.527 3.487 4.488 0.647 2.861 -2.676
H -1.757 -0.445 -7.548 -0.434 0.014 0.128
H 2.331 5.110 3.311 -0.080 0.121 -0.416
C -0.402 2.452 3.526 -0.496 -0.710 -0.676
H -3.926 0.489 -6.254 0.828 0.094 -0.592
H 4.054 -0.709 1.366 -0.083 -0.038 -0.103
H 0.554 1.902 5.392 -0.385 -0.292 -0.089
O 9.784 -0.567 -0.635 -0.916 -0.373 0.956
O -1.750 4.072 0.705 0.258 -1.143 0.664
Br -8.690 -4.934 0.881 -0.086 0.490 -0.256
N 9.307 -1.350 0.181 0.210 -0.937 -0.535
C 7.058 -0.326 -0.138 0.337 -1.245 -1.073
O -2.254 2.108 1.441 -0.070 -0.818 0.382
C 5.107 -0.822 1.154 1.025 -1.801 3.256
H -1.049 1.591 3.604 -0.531 0.230 -0.064
Br -10.349 -1.572 -1.806 -0.451 0.292 -0.318
H -3.769 -0.664 -5.046 1.028 -0.314 0.036
Br -4.938 -1.646 -6.878 0.387 -0.077 -0.361
H -11.065 -2.810 0.304 -0.150 -0.378 -0.616
O 9.920 -2.307 0.636 -0.502 0.665 0.121
C -2.033 -0.826 -6.565 -1.609 0.426 0.735
C 5.927 -1.586 2.076 0.068 0.605 -2.897
C 5.696 -0.235 0.098 -0.195 0.816 -0.582
H 5.022 0.314 -0.542 0.425 0.297 -0.402
C -3.526 -0.513 -6.098 -0.068 -0.619 -0.200
C 0.634 4.198 2.254 -1.054 -0.093 0.921
H -8.476 -3.592 -1.264 -0.123 -0.118 0.196
H -1.688 -1.856 -6.470 -0.712 0.003 -0.068
C -9.348 -3.874 -0.674 -0.008 -0.384 0.863
C 1.544 4.372 3.327 -0.657 -1.763 0.309
C -0.445 3.255 2.380 2.160 -0.328 2.290
H 0.627 4.813 1.367 0.271 0.206 0.067
C 7.289 -1.824 1.731 -1.182 -0.231 0.060
C 7.858 -1.245 0.566 -1.056 1.862 0.853
C 0.548 2.568 4.541 -0.464 -0.818 0.232
Br -0.962 0.110 -5.275 0.580 0.473 0.325
```
Positions in Å, forces in eV/Å.

The calculation puts the HOMO-LUMO gap at 9.4 eV. The LUMO energy is -0.026 Eh. The HOMO energy comes out at -10.130 eV. The energy comes out at -11326.76446 Ha. For the energy above the lowest of the compared OMol25 structures with the same formula, charge and spin, the calculation gives 1.424 eV.

Entry from the OMol25 dataset: 2 unconnected molecules or ions with the total composition C5H13ClNO at a distorted geometry (wB97M-V/def2-TZVPD).

```
21
Properties=species:S:1:pos:R:3:forces:R:3
C -0.959 0.149 1.372 -0.837 -1.023 0.309
H -2.628 -1.558 -1.115 0.847 0.821 0.948
H 2.700 1.569 1.573 0.419 -0.540 -1.098
C 2.917 0.512 -0.126 -1.190 1.390 2.126
Cl 3.338 -0.857 0.749 0.186 -0.324 0.013
C -2.156 -1.361 -0.111 -0.284 -1.493 0.803
C 2.956 0.507 -1.588 -2.509 0.433 -0.519
O 2.831 1.636 0.592 -0.278 -0.783 -1.053
H 0.847 -1.532 -0.190 -1.356 0.680 0.478
H -0.038 -1.081 -1.615 -0.110 0.088 -1.011
H -2.934 -1.214 0.677 0.417 0.161 -0.848
H -1.939 0.570 1.670 0.492 -0.968 0.614
H -1.615 -2.290 0.186 -0.483 0.564 -0.301
H 2.195 1.201 -2.039 0.937 -0.363 0.773
H 2.577 -0.473 -1.844 0.371 -0.261 -0.371
H -1.400 0.555 -0.581 0.437 -1.496 0.846
C 0.252 -0.700 -0.661 0.619 0.376 1.056
H 3.897 0.692 -2.018 1.552 0.227 -0.313
H -0.487 -0.733 1.842 -0.923 0.574 0.717
H -0.295 0.951 1.460 1.308 1.174 -0.310
N -1.104 -0.292 -0.004 0.384 0.764 -2.860
```
Positions in Å, forces in eV/Å.

The calculation puts the HOMO-LUMO gap (alpha / beta) at 5.9 / 7.2 eV. The LUMO energy (alpha / beta) is -0.182 / -0.161 Eh. As for the net charge: +1. The HOMO energy (alpha / beta) comes out at -10.849 / -11.643 eV. The energy comes out at -788.08722 Ha. For the energy above the lowest of the compared OMol25 structures with the same formula, charge and spin, the calculation gives 2.271 eV.

Entry from the OMol25 dataset: 17 unconnected molecules or ions with the total composition ClH32O20 at a distorted geometry (wB97M-V/def2-TZVPD).

```
53
Properties=species:S:1:pos:R:3:forces:R:3
H 2.043 -0.348 2.827 0.606 -0.548 -0.304
O 2.807 -0.875 2.514 0.548 2.698 2.372
H 3.312 0.072 1.207 0.303 -0.291 0.124
H -0.952 -0.666 -2.977 -0.276 0.227 -0.577
H -0.918 3.308 2.877 0.127 -1.440 -1.114
H 1.101 -2.282 -4.238 0.415 0.107 0.860
O -1.342 0.535 -0.279 2.856 -2.273 1.258
H 1.625 -2.764 0.217 0.352 0.572 -1.638
O -3.502 -1.188 0.012 -1.787 0.661 0.564
H 1.247 2.446 1.864 -2.383 -0.451 -0.297
H 0.168 -2.112 2.771 0.144 0.838 -1.186
H 2.429 -1.567 2.043 -1.328 -2.557 -1.492
H 1.489 2.111 -1.415 -1.851 0.971 0.945
O -0.587 -1.324 1.209 -0.097 1.610 -1.492
O -0.454 0.111 -3.289 -0.944 -0.453 -0.713
H 0.776 -3.652 1.135 0.409 0.381 0.028
Cl -0.165 -0.312 0.232 -0.329 1.175 -0.205
O 1.570 -3.095 1.094 -0.314 -1.048 1.567
O 0.256 3.008 -0.630 -1.602 0.259 -0.741
H 0.178 0.113 -2.591 1.259 0.720 0.771
H -2.742 -1.111 -0.530 1.350 0.276 -0.674
H -3.638 -2.095 0.206 -0.047 -1.273 0.325
O 3.471 -1.997 -0.799 -0.541 -2.167 -0.868
H -2.283 2.982 0.934 1.587 0.773 1.591
H -3.210 1.333 1.513 -0.662 -0.990 0.238
H 4.084 -2.121 -0.096 0.797 -0.563 0.903
H -2.337 2.320 -0.375 -0.118 -0.465 -0.275
H -3.568 -0.167 1.413 0.121 0.026 -0.261
O -1.928 -1.864 -2.111 -1.975 -0.544 -0.269
H 2.681 2.513 -2.157 0.692 0.682 -0.375
O 0.816 0.628 0.906 -2.033 -1.939 -1.452
H 2.560 2.342 2.332 1.656 -0.631 0.747
H -0.051 -1.730 4.258 -0.088 0.616 0.075
O 2.243 1.748 -1.823 1.420 -1.810 -0.903
H -3.249 1.182 -3.363 -0.553 -0.558 0.547
O 1.601 -2.394 -3.403 0.142 -1.757 -2.108
H 2.790 0.805 0.023 -0.178 0.606 -0.616
H 0.132 2.281 -0.010 0.203 -0.035 0.513
O 3.592 0.393 0.337 0.559 0.312 0.068
O -3.539 0.562 2.042 0.439 1.136 0.510
O 0.032 -2.442 3.638 -0.077 -1.606 1.374
H -1.405 -2.535 -1.684 0.475 -0.476 0.241
H 1.309 -1.713 -2.845 -0.516 1.557 1.189
O -3.496 0.571 -2.633 -0.569 1.118 -1.367
O 0.459 -0.997 -0.926 -0.561 0.976 1.853
O -0.873 2.580 2.190 0.280 2.347 0.884
O -2.897 2.672 0.313 -1.835 0.082 -1.441
H -0.600 2.966 -1.120 1.112 0.274 0.279
H -2.628 0.378 -2.319 1.185 -0.461 0.752
H -1.041 1.761 2.634 -0.456 -0.885 0.511
H 3.443 -1.065 -0.790 -0.292 2.306 -0.107
O 2.056 2.892 1.767 0.919 1.431 -0.312
H -2.876 -2.174 -2.091 1.459 0.486 -0.302
```
Positions in Å, forces in eV/Å.

The calculation puts the HOMO-LUMO gap at 9.7 eV. The LUMO energy is 0.082 Eh. As for the net charge: -1. The HOMO energy comes out at -7.441 eV. The energy comes out at -1984.01248 Ha. For the energy above the lowest of the compared OMol25 structures with the same formula, charge and spin, the calculation gives 0.901 eV.

Entry from the OMol25 dataset: a molecular structure, C5H9GdMgO4 at a distorted geometry (wB97M-V/def2-TZVPD).

```
20
Properties=species:S:1:pos:R:3:forces:R:3
Mg 2.761 0.838 1.280 1.897 -0.180 -1.311
C -2.301 0.383 -0.625 -0.475 0.043 -0.446
O -1.772 1.167 0.446 -0.192 0.224 -0.861
O 1.267 1.724 0.572 5.095 4.715 -1.690
C -2.680 2.058 1.075 -0.736 0.372 0.379
H 0.179 -2.890 -1.103 0.026 0.002 0.416
H -0.299 0.267 -1.812 -2.062 -1.496 1.907
H -1.536 -1.051 -2.048 -0.144 0.031 0.250
Gd 0.162 0.552 1.248 -7.775 -3.032 4.539
H -3.032 -0.293 -0.153 -0.037 0.145 -0.624
H -2.115 2.650 1.804 -0.073 -0.030 -0.140
O 1.740 -0.776 0.943 2.258 0.039 1.494
C 1.483 -1.938 0.344 0.250 -1.665 -2.757
H -3.114 2.734 0.326 0.006 -0.204 0.307
H 2.329 -2.614 0.189 -0.427 0.012 0.340
H -2.733 1.064 -1.372 -0.142 -0.368 0.190
C -1.173 -0.410 -1.237 1.438 1.061 -2.078
H -3.438 1.465 1.606 -0.001 0.363 -0.244
O -0.672 -1.206 -0.152 0.347 0.588 -0.081
C 0.365 -2.094 -0.384 0.748 -0.623 0.411
```
Positions in Å, forces in eV/Å.

The calculation puts the HOMO-LUMO gap (alpha / beta) at 6.5 / 6.6 eV. The LUMO energy (alpha / beta) is -0.359 / -0.356 Eh. As for the net charge: +2. Its spin multiplicity is 8. The HOMO energy (alpha / beta) comes out at -16.238 / -16.255 eV. The energy comes out at -1461.97454 Ha. The expectation value of S² is 15.8830.